No. 1
Here is a structure of composition ClH4N2P3 from the OMol25 dataset. Energies are from the ωB97M-V functional and the def2-TZVPD basis.

XYZ file:
```
10
Properties=species:S:1:pos:R:3:forces:R:3:nbo_charge:R:1
N 0.5580 -0.3929 -0.5766 0.5 0.9 0.5 -1.351
N -1.2120 1.1122 0.9156 0.4 0.5 0.5 -1.143
P 2.2278 0.0201 -0.7990 0.0 -0.9 -0.8 0.751
P 0.6367 -1.8431 0.6786 -1.6 3.3 -0.2 0.513
P -0.5847 1.1450 -0.4812 1.2 -2.6 0.2 1.291
Cl 2.7156 0.9825 0.9871 0.0 0.6 -0.1 -0.348
H -0.7293 0.5576 1.6392 -0.7 0.2 -0.4 0.390
H 2.2582 1.1054 -1.8065 -0.7 -0.3 1.1 -0.040
H -0.6320 -1.2575 1.2839 1.4 -1.3 -0.4 -0.028
H -0.0233 -2.7888 -0.0861 -0.5 -0.3 -0.5 -0.035
```
Positions in Å, forces in eV/Å.

Output
- DFT total energy (eV) = -43432.822
- maximum force (eV/Å) = 3.651
- lowest unoccupied orbital energy (Eh) = -0.02208
- HOMO (Ha) = -0.3301
- Kohn-Sham gap (hartree) = 0.3080



No. 2
Here is the molecule ClH5N3OP from the OMol25 dataset. Energies are from the ωB97M-V functional and the def2-TZVPD basis.

XYZ file:
```
11
Properties=species:S:1:pos:R:3:forces:R:3:nbo_charge:R:1
N 1.4735 1.5413 0.1171 -0.7 0.3 1.4 -0.698
N -0.9544 -1.4801 1.0381 1.0 2.2 -0.2 -1.127
N 0.8486 0.5234 -0.6446 -1.8 -0.2 0.7 -0.868
O -0.8868 -1.0756 -1.4458 -0.5 -0.7 0.2 -0.984
P -0.4840 -0.2570 -0.1568 1.1 -0.8 -0.7 1.958
Cl -2.0963 0.8967 0.1426 -0.3 0.6 0.3 -0.284
H 1.3057 2.5487 -0.0054 -1.0 -0.9 -0.8 0.348
H 2.4367 1.4470 0.0081 1.7 -0.5 -0.1 0.343
H -0.2677 -2.2269 1.2486 -0.4 0.9 -0.1 0.402
H -1.1338 -0.8436 1.8406 0.2 -1.3 0.0 0.386
H -0.2415 -1.0739 -2.1424 0.6 0.4 -0.5 0.524
```
Positions in Å, forces in eV/Å.

Output
- DFT total energy (eV) = -28410.042
- maximum force (eV/Å) = 2.429
- lowest unoccupied orbital energy (Eh) = 0.02439
- HOMO (Ha) = -0.2926
- Kohn-Sham gap (hartree) = 0.3170



No. 3
Here is a structure of composition ClH5N3PS from the OMol25 dataset. Energies are from the ωB97M-V functional and the def2-TZVPD basis.

XYZ file:
```
11
Properties=species:S:1:pos:R:3:forces:R:3:nbo_charge:R:1
N -0.6023 0.0110 1.4552 -1.9 2.5 0.2 -1.176
N 0.5460 1.2722 -0.4493 -0.1 1.0 0.5 -1.197
N 0.7788 -1.5018 -0.1250 0.4 0.3 -1.1 -1.060
P -0.1672 -0.2080 -0.1560 3.3 -0.2 1.8 1.861
S -1.7082 -0.4485 -1.4282 -2.4 1.1 0.6 -0.256
Cl 2.4891 -1.0884 -0.4314 -1.0 -0.3 0.3 0.029
H -1.1958 0.8496 1.7644 1.1 -1.5 -0.9 0.394
H -1.0132 -0.7904 1.8802 -0.1 -0.9 0.2 0.406
H 0.4757 1.8656 0.3775 -0.2 -0.1 -0.2 0.397
H 1.5327 1.3242 -0.6812 -0.2 -0.7 -0.4 0.427
H -1.1356 -1.2856 -2.2062 1.1 -1.3 -1.0 0.173
```
Positions in Å, forces in eV/Å.

Output
- DFT total energy (eV) = -37197.399
- maximum force (eV/Å) = 3.758
- lowest unoccupied orbital energy (Eh) = 0.02009
- HOMO (Ha) = -0.3075
- Kohn-Sham gap (hartree) = 0.3276



No. 4
Here is a cluster of 2 separate species, ClH5OSi2 in total from the OMol25 dataset. Energies are from the ωB97M-V functional and the def2-TZVPD basis.

XYZ file:
```
9
Properties=species:S:1:pos:R:3:forces:R:3:nbo_charge:R:1
O 0.6721 3.7878 -2.2711 0.2 0.7 0.3 -1.130
Si -0.6905 -1.9308 2.3649 -0.4 1.0 2.5 0.874
Si 0.8242 2.3928 -2.8194 2.0 0.6 -0.1 1.593
Cl 0.4921 -1.9589 0.7686 1.6 0.1 -1.0 -0.372
H -1.2976 -3.2004 2.3051 -0.8 -1.2 0.2 -0.185
H -1.6070 -0.8528 2.0164 -0.3 0.2 0.2 -0.172
H -0.2045 -1.7276 3.8877 -0.1 -0.1 -2.0 -0.146
H -0.3621 1.7127 -3.0644 -1.3 -1.4 -0.5 -0.241
H 2.1733 1.7773 -3.1879 -0.9 0.1 0.2 -0.222
```
Positions in Å, forces in eV/Å.

Output
- DFT total energy (eV) = -30405.541
- maximum force (eV/Å) = 2.769
- lowest unoccupied orbital energy (Eh) = -0.01388
- HOMO (Ha) = -0.3875
- Kohn-Sham gap (hartree) = 0.3736



No. 5
Here is a cluster of 2 separate species, ClH5OSi2 in total from the OMol25 dataset. Energies are from the ωB97M-V functional and the def2-TZVPD basis.

XYZ file:
```
9
Properties=species:S:1:pos:R:3:forces:R:3:nbo_charge:R:1
O 0.4609 -0.5379 -0.6418 -4.3 -2.1 -0.3 -1.241
Si 1.3460 0.5971 -0.0325 -0.2 3.0 -0.9 1.251
Si -2.1413 -0.8826 0.0274 2.8 1.2 -2.4 1.342
Cl -2.8999 0.9578 -0.0414 0.0 0.0 0.1 -0.303
H 0.7086 1.9980 0.2899 0.1 -0.6 -0.7 -0.280
H 1.5368 0.3811 1.3579 1.3 -0.6 1.2 -0.245
H 2.3255 0.8784 -1.2070 0.0 -0.1 1.4 -0.197
H -1.8850 -1.4150 1.2758 0.2 -0.7 1.7 -0.176
H -2.5856 -1.7343 -1.0693 0.1 0.0 0.0 -0.150
```
Positions in Å, forces in eV/Å.

Output
- DFT total energy (eV) = -30404.567
- maximum force (eV/Å) = 4.801
- lowest unoccupied orbital energy (Eh) = -0.05313
- HOMO (Ha) = -0.3304
- Kohn-Sham gap (hartree) = 0.2772



No. 6
Here is a structure of composition ClH8MgO4 from the OMol25 dataset. Energies are from the ωB97M-V functional and the def2-TZVPD basis.

XYZ file:
```
14
Properties=species:S:1:pos:R:3:forces:R:3:nbo_charge:R:1
Mg 0.1243 -0.0027 -0.0204 0.3 -1.8 0.8 1.761
Cl 1.8640 -1.1416 1.0050 -0.2 0.4 -0.2 -0.878
O 0.7260 1.6654 0.6913 -0.1 1.4 0.4 -1.034
H 0.4600 2.5728 0.8400 -0.3 0.4 -0.2 0.520
H 1.4876 1.5427 1.2581 0.7 -0.6 0.3 0.540
O -1.1988 -0.3651 1.5978 -0.2 0.3 -0.4 -1.000
H -1.0227 0.0984 2.4166 0.3 0.1 0.4 0.518
H -2.0877 -0.7050 1.7007 -0.4 -0.1 -0.1 0.510
O -0.9851 -1.4203 -0.9421 -0.4 0.1 -0.1 -1.009
H -1.3763 -2.1037 -0.3979 0.0 -0.4 0.4 0.520
H -1.1562 -1.7020 -1.8408 0.1 0.0 -0.4 0.519
O 0.8998 0.4009 -1.7648 -0.2 0.3 -0.9 -1.010
H 0.5357 0.3010 -2.6444 -0.2 -0.1 -0.3 0.513
H 1.7294 0.8591 -1.8991 0.5 0.1 0.2 0.530
```
Positions in Å, forces in eV/Å.

Output
- DFT total energy (eV) = -26285.430
- maximum force (eV/Å) = 2.006
- total charge = +1
- lowest unoccupied orbital energy (Eh) = -0.14147
- HOMO (Ha) = -0.4683
- Kohn-Sham gap (hartree) = 0.3268



No. 7
Here is a structure of composition ClHNO2S from the OMol25 dataset. Energies are from the ωB97M-V functional and the def2-TZVPD basis.

XYZ file:
```
6
Properties=species:S:1:pos:R:3:forces:R:3:nbo_charge:R:1
N 0.6056 -0.5675 -0.5789 0.4 0.1 -0.1 -0.709
O -0.4684 1.4650 0.9456 3.1 -2.6 -2.6 -0.885
O -0.7134 -1.2387 -2.0318 -1.3 5.0 1.5 -0.580
S 0.6820 0.5000 0.4527 -3.5 2.5 2.8 1.427
Cl 0.9160 0.0023 3.0179 0.3 -0.3 -0.3 -0.695
H -1.0218 -0.1612 -1.8055 1.1 -4.7 -1.2 0.443
```
Positions in Å, forces in eV/Å.

Output
- DFT total energy (eV) = -28955.525
- maximum force (eV/Å) = 5.355
- total charge = -1
- lowest unoccupied orbital energy (alpha / beta) (Eh) = 0.06163 / 0.09684
- HOMO (alpha / beta) (Ha) = -0.1856 / -0.1870
- Kohn-Sham gap (alpha / beta) (hartree) = 0.2473 / 0.2838



No. 8
Here is a cluster of 2 separate species, ClHNO3P in total from the OMol25 dataset. Energies are from the ωB97M-V functional and the def2-TZVPD basis.

XYZ file:
```
7
Properties=species:S:1:pos:R:3:forces:R:3:nbo_charge:R:1
N -0.3945 -1.7045 0.4934 -0.9 2.9 1.5 -1.092
O -0.7181 2.0304 0.0539 0.2 -1.1 0.0 -1.162
O 1.1450 1.1496 -1.4982 -0.3 -0.6 -0.5 -1.156
O 1.5914 1.2917 1.0203 -1.9 -0.5 -1.4 -1.159
P 0.5703 1.2700 -0.1356 2.0 2.1 1.9 2.421
Cl -0.9115 -2.9430 -0.5311 -0.7 -1.5 -1.3 -0.131
H -1.2827 -1.0941 0.5973 1.6 -1.2 -0.2 0.279
```
Positions in Å, forces in eV/Å.

Output
- DFT total energy (eV) = -29459.597
- maximum force (eV/Å) = 3.460
- total charge = -2
- lowest unoccupied orbital energy (Eh) = 0.24100
- HOMO (Ha) = 0.0452
- Kohn-Sham gap (hartree) = 0.1958